C47H44N6O7P2Ti as an isolated structure. Source: OMol25; level of theory: ωB97M-V with the def2-TZVPD basis set.

```
107
Properties=species:S:1:pos:R:3:mulliken_charge:R:1
Ti 0.65184 -0.48939 1.74363 -0.95
O 2.53016 -3.17168 3.21975 -0.58
C 2.55210 -2.06787 2.75836 -0.20
N 1.83076 -0.96970 3.25611 0.12
C 2.41136 0.26817 3.41412 0.65
O 3.58603 0.55814 3.34279 -0.67
C 1.29254 1.24020 3.73319 0.20
C 1.36799 2.25910 4.65485 -0.88
C 0.19760 2.91975 4.99424 -0.88
C -0.99713 2.51793 4.41579 -1.10
C -0.97852 1.51358 3.46978 -0.28
N 0.14874 0.90552 3.10841 1.29
C 3.25209 -1.72620 1.47948 1.06
C 4.41908 -2.33976 1.09884 -0.83
C 5.04816 -1.88244 -0.05168 -0.95
C 4.43914 -0.88719 -0.78560 -0.98
C 3.21563 -0.38401 -0.37006 -0.35
N 2.63949 -0.75306 0.77448 0.53
H 2.32007 2.49324 5.11558 0.64
H 0.20602 3.72203 5.72163 0.45
H -1.93298 2.98003 4.69832 0.55
H -1.87946 1.17607 2.97866 0.66
H 4.82369 -3.12896 1.71781 0.60
H 5.99717 -2.30185 -0.36241 0.46
H 4.88928 -0.50084 -1.69084 0.65
H 2.69709 0.33987 -0.96769 0.21
C -1.11250 2.98365 -1.95951 -1.65
N -0.77248 1.68579 -1.34061 0.82
P 0.13971 1.74438 0.10573 2.09
C 1.74734 2.50470 -0.33351 -0.26
C 2.67871 2.68069 0.68956 -0.03
C 3.94925 3.16031 0.41643 -0.93
C 4.30108 3.47389 -0.89115 -0.93
C 3.37844 3.30813 -1.91456 -0.69
C 2.10696 2.81925 -1.63905 -0.49
C -0.71581 3.16317 0.91495 0.82
C -0.11835 4.39044 1.18949 -1.03
C -0.86990 5.43476 1.71976 -0.70
C -2.22405 5.27150 1.96929 -0.82
C -2.82618 4.04560 1.71274 -1.00
C -2.07338 3.00075 1.20317 -0.51
P -0.89922 0.19189 -2.26637 0.33
C -2.40203 -0.60324 -1.54887 1.00
C -3.36049 0.05362 -0.78566 -0.32
C -4.45856 -0.63668 -0.28187 -0.83
C -4.60569 -1.99411 -0.53488 -0.78
C -3.65497 -2.65881 -1.30129 -0.65
C -2.56056 -1.96677 -1.80064 -0.90
C -1.67329 0.67812 -3.86669 0.38
C -0.99971 0.18966 -4.98810 -0.63
C -1.54777 0.30777 -6.26223 -0.59
C -2.77262 0.93263 -6.42537 -0.56
C -3.45060 1.43081 -5.31619 -0.84
C -2.91584 1.29210 -4.04725 0.02
H -0.50325 3.78178 -1.54297 0.74
H -2.16048 3.24404 -1.78740 0.09
H -0.94458 2.95096 -3.03192 0.55
H 2.40825 2.44777 1.70886 0.38
H 4.66360 3.27792 1.22253 0.53
H 5.29344 3.84952 -1.10746 0.40
H 3.65065 3.55871 -2.93299 0.48
H 1.40558 2.66106 -2.45015 0.23
H 0.93065 4.55118 0.98232 0.42
H -0.38966 6.38422 1.92393 0.49
H -2.80897 6.09704 2.35504 0.43
H -3.88422 3.90870 1.90413 0.48
H -2.54263 2.04218 1.01441 0.39
H -3.26543 1.11870 -0.61163 0.53
H -5.20876 -0.11091 0.29872 0.50
H -5.46468 -2.52898 -0.14897 0.43
H -3.76664 -3.71744 -1.50487 0.48
H -1.82026 -2.48791 -2.40291 0.33
H -0.04033 -0.29924 -4.84768 0.34
H -1.02209 -0.09419 -7.11984 0.43
H -3.20886 1.02351 -7.41250 0.39
H -4.41181 1.91436 -5.44301 0.42
H -3.48132 1.64257 -3.19201 0.32
C 2.67625 -2.31820 -4.28485 -1.64
C 1.98251 -2.84116 -3.07474 -0.02
N 1.57675 -2.13101 -2.05459 0.38
C 1.02770 -3.01663 -1.16225 -1.35
C 1.12014 -4.30130 -1.66697 0.56
N 1.70795 -4.15732 -2.87973 -0.04
C 0.70746 -5.68192 -1.27113 0.55
O 0.21594 -5.85941 -0.06304 -0.57
O 0.84304 -6.57832 -2.06481 -0.62
C 0.41289 -2.60606 0.12215 1.81
O 0.22715 -3.43397 1.00708 -0.86
O 0.01472 -1.35142 0.27903 0.97
H 2.61177 -1.23186 -4.29538 0.25
H 2.22340 -2.71132 -5.19623 0.45
H 3.72984 -2.60659 -4.28141 0.36
H 1.87601 -4.94132 -3.49347 0.26
H 0.30002 -5.04417 0.48531 0.45
C -2.55051 -3.23500 2.95181 -0.72
C -1.97114 -3.01851 4.35301 -0.64
C -0.66697 -2.29762 4.05410 -0.49
O -0.91674 -1.53950 2.82213 0.64
C -2.21184 -1.92395 2.28211 0.50
H -3.62187 -3.42899 2.95121 0.49
H -2.03392 -4.05460 2.45227 0.22
H -1.78555 -3.94846 4.88479 0.43
H -2.63794 -2.39306 4.94836 0.31
H 0.13194 -3.00372 3.86307 0.25
H -0.35832 -1.60211 4.82626 0.16
H -2.13575 -1.98143 1.20039 -1.12
H -2.93856 -1.15124 2.54703 0.50
```

The net charge is +1. The spin multiplicity is 2. For the lowest unoccupied orbital energy (alpha / beta), the calculation gives -3.213 / -3.225 eV. The HOMO-LUMO gap (alpha / beta) is 7.21 / 7.20 eV.

C47H45BrCaGeIN3O5S2Si as an isolated structure. Source: OMol25; level of theory: ωB97M-V with the def2-TZVPD basis set.

```
107
Properties=species:S:1:pos:R:3:mulliken_charge:R:1
Ca -0.13130 -1.51799 0.99849 1.66
C -7.35494 2.62453 -0.21308 -1.44
C -5.93682 2.24566 -0.04786 1.34
C -5.48207 1.17124 0.76311 -0.57
C -4.15624 0.95176 0.88937 0.16
C -3.19029 1.88788 0.34016 -0.48
C -3.63381 2.88402 -0.54656 -0.23
C -4.99757 3.04669 -0.69779 -0.66
S -1.40331 1.69890 0.72404 0.36
O -0.96025 3.01872 0.86022 -0.82
O -0.86329 0.88966 -0.33208 0.53
N -1.22890 0.81098 2.01169 0.94
C -1.48896 0.98765 3.30537 -0.61
C -1.92217 2.17891 3.93747 -0.63
C -1.90653 2.28217 5.38568 -1.18
C -1.44121 1.23852 6.19654 -0.66
C -1.00862 -0.00825 5.62730 0.94
C -0.50698 -1.05560 6.38352 -0.64
C -0.13280 -2.24020 5.66056 -0.76
C -0.20737 -2.19965 4.29132 -0.37
N -0.60578 -1.22586 3.55742 0.08
C -1.00105 -0.08859 4.15942 0.13
H -7.81169 2.73452 0.78239 0.32
H -7.84222 1.79175 -0.67480 0.31
H -7.48581 3.55099 -0.76269 0.35
H -6.21961 0.42301 1.05328 0.32
H -3.70024 -0.01581 1.42847 -0.04
H -2.84078 3.64415 -0.79951 0.29
H -5.41515 3.89206 -1.30646 0.09
H -2.26791 3.01915 3.39981 0.54
H -2.07788 3.22903 5.80914 0.47
H -1.54658 1.35860 7.27570 0.30
H -0.51949 -1.02305 7.46492 0.45
H 0.30115 -3.15943 6.12471 0.33
H 0.29490 -2.98465 3.72466 0.36
Br 5.41351 3.20983 4.41658 -0.23
C 3.65762 3.37810 5.17939 0.10
C 3.57638 4.38083 6.17408 -0.51
C 2.29490 4.82719 6.55640 -0.64
C 1.16328 4.26406 5.93740 -0.65
C 1.23815 3.12888 5.06844 0.02
C 2.49857 2.74816 4.60209 -0.06
I 2.49411 1.06178 3.42239 0.14
H 4.53337 4.71652 6.54174 0.36
H 2.19025 5.53561 7.32959 0.41
H 0.22340 4.62435 6.33316 0.29
H 0.35439 2.65490 4.63845 0.33
S -0.24124 -6.73474 0.55692 -0.58
C -0.24774 -5.19072 0.97618 0.12
N -0.28487 -4.01508 1.18082 -0.81
O -2.32022 -1.62822 0.09594 -0.80
C -1.78120 -1.46857 -1.03973 0.43
O -0.59028 -1.80354 -1.29051 -0.25
C -2.52912 -0.85037 -2.19543 -0.11
C -1.91766 -1.29844 -3.50566 -1.73
Ge -0.12067 -0.89661 -4.07615 2.34
C -0.20745 -0.04303 -5.90314 0.12
C -0.86241 -0.60707 -6.98433 -0.40
C -0.85135 -0.00449 -8.23468 -0.40
C -0.06112 1.08925 -8.47916 -0.35
C 0.67708 1.56357 -7.43999 -0.50
C 0.54379 1.10009 -6.13824 -0.59
C 0.86147 0.43926 -2.95932 0.56
C 1.84908 -0.01362 -2.10404 -1.54
C 2.41620 0.83779 -1.24865 0.43
C 1.98736 2.19284 -1.20221 -1.08
C 0.95570 2.60889 -2.08636 -1.66
C 0.36099 1.69267 -2.95728 0.61
C 0.90237 -2.64806 -4.13816 -0.26
C 0.60424 -3.81393 -3.35474 0.15
C 1.26462 -5.05449 -3.55156 -0.69
C 2.29085 -5.09670 -4.54647 -0.34
C 2.70170 -3.98042 -5.21009 -0.76
C 1.93684 -2.83125 -5.10292 0.07
H -2.41431 0.28325 -2.10184 -0.25
H -3.58783 -1.07991 -2.13283 0.63
H -2.51929 -0.99689 -4.41068 0.50
H -2.00122 -2.38424 -3.66014 0.62
H -1.66445 -1.42739 -6.84132 0.18
H -1.48685 -0.40850 -9.14646 0.19
H -0.00382 1.56725 -9.54685 0.21
H 1.48920 2.42611 -7.61756 0.16
H 1.10117 1.59021 -5.41898 0.42
H 2.34200 -0.91172 -2.12807 0.62
H 3.18153 0.60131 -0.48485 -0.36
H 2.44338 2.73301 -0.49210 0.70
H 0.74146 3.55134 -1.87662 0.60
H -0.41166 2.04204 -3.70928 0.40
H -0.25002 -3.76266 -2.64411 0.00
H 0.92371 -5.88516 -2.91543 0.39
H 2.57946 -6.03865 -4.98471 0.31
H 3.48096 -4.17343 -5.97288 0.29
H 2.24873 -1.88867 -5.73782 0.05
C 3.24303 -3.19609 0.10719 -1.39
Si 3.30600 -1.87103 1.42614 0.09
C 3.75943 -2.59654 3.07049 -0.88
C 4.80680 -0.86619 1.06928 -1.01
O 1.94687 -1.07278 1.41260 -0.05
H 4.01078 -3.75919 0.22004 0.87
H 3.34226 -2.70221 -0.87369 0.19
H 2.34964 -3.80911 0.07301 0.18
H 4.78562 -2.44043 3.31133 0.48
H 3.53716 -3.76941 3.03040 0.18
H 3.09889 -2.11922 4.03593 0.06
H 5.72876 -1.42981 1.03692 0.47
H 4.79413 -0.09225 1.85560 0.22
H 4.81518 -0.22974 0.01266 0.23
```

The net charge is -2. For the lowest unoccupied orbital energy, the calculation gives 3.612 eV. The HOMO-LUMO gap is 6.48 eV.

C47H46AsCl2CsN6OS2Se as an isolated structure. Source: OMol25; level of theory: ωB97M-V with the def2-TZVPD basis set.

```
107
Properties=species:S:1:pos:R:3:mulliken_charge:R:1
Cs -0.15425 0.03836 0.09558 1.42
Cl -0.61431 1.35630 3.06482 0.06
C 0.29973 0.50184 4.30040 0.22
C -0.25213 0.51016 5.56719 -0.79
C 0.38719 -0.16559 6.59380 -0.49
C 1.56163 -0.84512 6.31576 -0.70
C 2.08755 -0.83381 5.03608 0.56
Cl 3.54473 -1.75852 4.78909 -0.24
C 1.50401 -0.14875 3.94815 -0.47
S 2.18292 -0.12131 2.35809 -0.43
H -1.17761 1.04390 5.73780 0.44
H -0.02621 -0.16741 7.59298 0.38
H 2.08030 -1.39513 7.08901 0.40
S 0.86101 2.11159 -7.31193 -0.23
C 0.91210 1.53807 -5.62424 -0.04
C 0.03520 0.53940 -5.21953 -0.01
C 0.06723 0.13634 -3.89708 -0.69
N 0.90061 0.64470 -2.99162 0.11
C 1.76484 1.56575 -3.40056 -0.80
C 1.80890 2.05155 -4.70375 -0.30
C -0.60169 3.11684 -7.22035 0.29
C -0.75302 4.11361 -6.26379 -0.05
C -1.90091 4.88523 -6.29264 -0.55
N -2.88750 4.72622 -7.17459 -0.62
C -2.72857 3.77031 -8.08455 -0.48
C -1.61292 2.94557 -8.15438 -0.25
H -0.65874 0.09547 -5.92115 0.52
H -0.62164 -0.61967 -3.54048 0.31
H 2.45508 1.93690 -2.65340 0.53
H 2.52130 2.81436 -4.98730 0.48
H 0.00647 4.28898 -5.51341 0.41
H -2.03330 5.68097 -5.56744 0.53
H -3.53604 3.64721 -8.79788 0.37
H -1.54415 2.17742 -8.91283 0.42
C -5.59950 -1.30751 5.01332 -0.48
C -6.44191 -0.95114 3.96909 -0.71
C -5.91169 -0.47944 2.77599 0.08
C -4.53388 -0.36386 2.61795 -0.06
C -3.69386 -0.73817 3.66497 -0.70
C -4.22434 -1.20037 4.86097 -0.66
As -3.66375 0.31742 1.01377 0.32
C -3.64185 2.22803 1.44687 0.50
C -2.63996 3.03258 0.91462 -0.27
C -2.58404 4.38810 1.21850 -0.89
C -3.52922 4.95233 2.06011 -0.74
C -4.53121 4.15573 2.59786 -0.74
C -4.58488 2.80353 2.29487 0.05
C -5.16112 0.28709 -0.23765 -0.05
C -5.54011 1.40907 -0.96634 -0.22
C -6.54057 1.31870 -1.92772 -0.37
C -7.17580 0.10895 -2.16524 -0.68
C -6.80640 -1.01542 -1.43642 -0.75
C -5.79988 -0.92684 -0.48722 -0.38
H -6.01500 -1.67418 5.94316 0.37
H -7.51495 -1.03915 4.08335 0.40
H -6.57604 -0.20518 1.96424 0.39
H -2.61837 -0.65507 3.55373 0.35
H -3.56154 -1.48028 5.66980 0.46
H -1.88590 2.62646 0.24954 0.61
H -1.78809 4.99681 0.80717 0.54
H -3.48098 6.00534 2.30574 0.38
H -5.26891 4.58644 3.26299 0.41
H -5.36174 2.19197 2.73581 0.40
H -5.06039 2.36278 -0.77910 0.28
H -6.83440 2.20259 -2.48104 0.45
H -7.96108 0.04256 -2.90747 0.38
H -7.30072 -1.96311 -1.60934 0.40
H -5.51998 -1.81120 0.07602 0.52
C 4.92354 -2.16187 1.09501 -0.89
N 5.15215 -0.75445 0.83616 0.38
C 4.82787 -0.09428 -0.29441 -0.29
Se 4.05331 -0.73805 -1.82706 -0.32
N 5.19344 1.20120 -0.10397 0.09
C 5.76017 1.37553 1.14931 0.43
C 6.26858 2.48352 1.80386 -0.95
C 6.74289 2.28778 3.09252 -0.46
C 6.70114 1.03087 3.69932 -0.83
C 6.18757 -0.07499 3.03974 -0.51
C 5.72327 0.12239 1.75189 0.70
H 4.58411 -2.62135 0.17082 0.29
H 4.16126 -2.26279 1.86724 0.23
H 5.85913 -2.62218 1.41419 0.33
H 5.10580 1.88059 -0.83742 0.22
H 6.29054 3.45883 1.33604 0.39
H 7.14554 3.12826 3.64182 0.39
H 7.06482 0.91976 4.71194 0.39
H 6.12328 -1.04007 3.51973 0.39
C -3.66484 1.31065 -5.18945 -1.40
N -3.36275 0.92948 -3.82305 1.08
C -3.62168 -0.45246 -3.47809 -1.16
C -2.60500 1.68853 -2.97764 -0.26
O -1.93806 1.19001 -2.07074 -0.31
N -2.60724 3.04908 -3.21312 0.71
C -3.85755 3.76064 -3.42468 -1.09
C -1.59182 3.82941 -2.53342 -0.90
H -3.35592 0.50415 -5.86067 0.44
H -3.12098 2.21118 -5.46098 0.35
H -4.73491 1.48095 -5.34149 0.27
H -4.65562 -0.69934 -3.72323 0.39
H -3.47043 -0.59398 -2.41272 0.19
H -2.96141 -1.13447 -4.02563 0.38
H -4.64288 3.07630 -3.72931 0.19
H -3.74494 4.52607 -4.19484 0.24
H -4.17346 4.24824 -2.49477 0.38
H -0.68376 3.24010 -2.43107 0.24
H -1.92196 4.15024 -1.53999 0.03
H -1.37664 4.72008 -3.12605 0.34
```

For the lowest unoccupied orbital energy, the calculation gives 0.049 eV. The HOMO-LUMO gap is 6.50 eV.

C47H46I2N2O2P2SiTa as an isolated structure. Source: OMol25; level of theory: ωB97M-V with the def2-TZVPD basis set.

```
103
Properties=species:S:1:pos:R:3:mulliken_charge:R:1
Ta -0.32806 -0.16820 -0.07734 -1.38
C 6.59220 1.67802 1.30254 -0.61
C 6.47149 1.85434 -0.06585 -0.78
C 5.30160 1.48794 -0.71970 -0.60
C 4.24087 0.94025 -0.00375 0.31
C 4.37252 0.75729 1.37412 -0.26
C 5.54066 1.12280 2.02082 -0.93
P 2.68582 0.41561 -0.81210 1.69
C 3.13033 0.37433 -2.57300 0.15
C 3.10288 1.59516 -3.25074 -0.30
C 3.37906 1.65443 -4.60786 -0.85
C 3.68013 0.48999 -5.30259 -0.61
C 3.70789 -0.72639 -4.63527 -0.72
C 3.43501 -0.78644 -3.27563 -0.45
C 2.53275 -1.28958 -0.22492 -0.23
C 3.59455 -2.19094 -0.19923 0.21
C 3.40444 -3.47031 0.29573 -1.20
C 2.15799 -3.82667 0.79588 -0.91
C 1.12416 -2.90409 0.81063 -0.27
C 1.27282 -1.61134 0.30593 0.32
H 7.50494 1.96235 1.80896 0.39
H 7.29060 2.27464 -0.63425 0.44
H 5.22595 1.62561 -1.78969 0.36
H 3.56944 0.29467 1.93113 0.50
H 5.63536 0.96782 3.08799 0.44
H 2.85700 2.50556 -2.71389 0.60
H 3.35421 2.60589 -5.12256 0.48
H 3.89366 0.53053 -6.36265 0.42
H 3.93934 -1.63506 -5.17583 0.44
H 3.43961 -1.74432 -2.77241 0.35
H 4.57119 -1.88388 -0.55632 0.68
H 4.22308 -4.17814 0.30344 0.43
H 1.99439 -4.82153 1.19199 0.51
H 0.18366 -3.20146 1.24248 0.74
C 0.74243 -1.82566 3.59742 -1.05
C -0.56722 -1.14701 3.33586 0.40
C -1.39655 -0.89919 4.41816 -1.12
C -2.55256 -0.14833 4.26215 -1.05
C -2.86278 0.37970 3.02947 -0.66
C -2.01267 0.07662 1.96996 0.34
N -0.92767 -0.71754 2.10499 0.58
N -2.06728 0.56219 0.68062 1.16
Si -3.57181 1.35167 0.09250 0.31
C -3.58331 1.45283 -1.77009 -0.99
C -5.01366 0.32619 0.71050 -1.16
C -3.64794 3.09105 0.76468 -1.18
H 0.70643 -2.88915 3.36931 0.17
H 0.97874 -1.72495 4.65527 0.63
H 1.53885 -1.37729 3.01003 -0.04
H -1.10826 -1.26888 5.39146 0.56
H -3.18536 0.05718 5.11578 0.47
H -3.71327 1.02754 2.89343 0.47
H -2.93324 0.74593 -2.28920 0.25
H -3.29227 2.45237 -2.09000 0.34
H -4.60599 1.29096 -2.12105 0.47
H -4.78400 -0.74043 0.72684 0.30
H -5.86338 0.46074 0.03682 0.47
H -5.34598 0.61413 1.70799 0.48
H -2.83030 3.68924 0.35654 0.26
H -3.59179 3.15306 1.85166 0.34
H -4.58601 3.55907 0.45425 0.40
C -6.35141 -3.11263 -2.13632 -0.73
C -5.74486 -4.07633 -1.34676 -0.68
C -4.44186 -3.90032 -0.89884 -0.79
C -3.73545 -2.74661 -1.23327 0.34
C -4.35258 -1.78561 -2.03126 -0.31
C -5.64825 -1.96664 -2.48286 -0.79
P -2.00007 -2.48123 -0.71698 1.97
C -1.48251 -4.15166 -0.22992 0.01
C -1.85417 -4.59330 1.04117 -0.16
C -1.48540 -5.85447 1.48035 -0.79
C -0.73647 -6.68373 0.65328 -0.72
C -0.36232 -6.24780 -0.60872 -0.71
C -0.73452 -4.98500 -1.05191 -0.48
C -1.19364 -2.01935 -2.26369 -0.78
C -1.38652 -2.66920 -3.48037 0.20
C -0.77036 -2.17771 -4.61750 -1.11
C 0.00815 -1.02798 -4.53390 -1.25
C 0.16459 -0.36822 -3.32672 -0.37
C -0.43023 -0.83844 -2.14856 1.57
H -7.36401 -3.25598 -2.48900 0.40
H -6.28064 -4.97789 -1.08085 0.45
H -3.98460 -4.67193 -0.29636 0.38
H -3.81027 -0.89854 -2.32511 0.31
H -6.10828 -1.21400 -3.11016 0.47
H -2.42955 -3.94381 1.69424 0.50
H -1.78009 -6.19189 2.46542 0.48
H -0.44546 -7.66849 0.99431 0.41
H 0.22428 -6.88994 -1.25256 0.44
H -0.42050 -4.64794 -2.03086 0.35
H -2.02978 -3.54010 -3.53650 0.66
H -0.90553 -2.67608 -5.56871 0.44
H 0.48678 -0.63310 -5.42135 0.53
H 0.76356 0.52756 -3.31550 0.34
I -0.19175 2.73451 -1.42500 0.66
I -0.86094 2.95690 -4.02300 -0.29
C 1.72950 2.15011 3.18746 -0.96
O 1.29063 1.08039 2.32289 0.26
C 0.66213 1.45140 1.20205 0.34
O 0.52292 2.65314 0.97968 -0.91
H 2.14353 1.65891 4.06318 0.25
H 0.88823 2.78288 3.46078 0.29
H 2.48737 2.75306 2.69099 0.27
```

The net charge is +1. For the lowest unoccupied orbital energy, the calculation gives -3.471 eV. The HOMO-LUMO gap is 7.02 eV.